28
Properties=species:S:1:pos:R:3:forces:R:3 method="wB97M-V/def2-TZVPD" energy_ha=-881.68849 relative_energy_kcal_mol=171.4 gap_ev="6.6073 / 7.3360"
C -1.925712 -1.427827 2.227622 -1.03 -1.10 -3.07
C -2.822238 -2.456731 2.445730 0.06 0.32 -1.71
C -1.363564 -0.876044 1.044050 -2.66 -4.08 -0.13
C -3.613893 -3.304470 1.544968 -0.10 0.47 -0.14
C 2.429402 2.143791 -0.342902 -3.56 -0.31 0.30
C 1.123961 2.587288 -1.090159 -0.65 0.40 0.02
C 2.822731 0.762132 -0.799132 -2.29 -0.25 4.47
C 0.011463 1.553250 -1.289476 2.40 -1.33 2.70
C 1.631743 -0.211004 -0.526752 3.48 -1.59 -5.05
C 0.608897 0.152941 -1.610801 -3.53 -1.42 1.87
O -1.504274 -1.383928 -0.199156 -0.63 -0.16 1.90
O -4.140049 -3.075640 0.474829 0.62 -0.04 0.41
P -0.936145 -1.144665 -1.684281 1.52 0.89 -0.99
H -1.618753 -0.972656 3.084833 1.04 1.48 2.19
H -3.127167 -2.780657 3.410754 0.48 0.30 1.19
H -0.797526 -0.069123 1.070806 2.61 3.59 0.47
H -3.774185 -4.230414 2.111686 -0.48 -0.74 -0.40
H 3.268709 2.738185 -0.462957 1.22 1.89 -0.46
H 2.107959 2.217220 0.687209 0.58 -0.54 0.77
H 0.522111 3.480913 -0.837076 1.11 0.04 0.89
H 1.408452 2.816760 -2.041164 1.16 0.79 -3.00
H 2.975115 0.815498 -1.785774 1.27 -0.18 -3.75
H 3.647966 0.487260 -0.185737 1.09 -0.51 -0.06
H -0.553232 1.676220 -0.347188 -0.13 -1.17 -0.20
H -0.656003 1.741772 -2.038232 -1.59 1.29 -2.12
H 2.084101 -1.273250 -0.593451 -1.15 1.40 -0.04
H 1.347657 -0.042370 0.421353 -1.58 0.45 3.27
H 0.842475 0.075549 -2.689599 0.74 0.12 0.66

---

28
Properties=species:S:1:pos:R:3:forces:R:3 method="wB97M-V/def2-TZVPD" energy_ha=-881.75513 relative_energy_kcal_mol=129.6 gap_ev=9.5954
C 2.541995 -0.187925 0.567825 0.12 -1.86 -0.68
C 1.425935 -0.105858 1.386391 1.38 0.17 1.94
C 2.355905 -0.115321 -0.807110 1.17 -0.63 -2.01
C 0.167950 -0.000361 0.908304 0.88 0.95 -1.37
C 1.111957 0.239843 -1.358197 0.19 -0.47 2.03
C 0.049556 0.233988 -0.456897 -2.11 1.07 -1.63
C 0.569753 -4.533440 1.306892 0.13 -3.06 -2.12
C -2.654135 3.415153 -1.053088 1.40 -2.55 2.73
C 0.509656 -3.243294 1.389686 0.28 1.95 2.74
C -1.364554 2.614966 -0.696612 1.18 1.21 -1.42
O 0.927945 -2.585303 2.509292 1.21 0.27 2.67
O -0.985836 2.844937 0.655973 -2.82 2.39 -1.27
P -1.588342 0.868815 -1.173614 0.00 -1.93 1.39
H 3.412229 -0.731676 0.975276 -0.09 1.07 -0.23
H 1.556360 -0.145418 2.470818 0.08 -0.20 -0.39
H 3.147842 -0.471003 -1.563016 -0.89 0.97 1.50
H -0.609448 0.097847 1.601073 -1.40 -0.12 0.59
H 0.931749 0.488698 -2.388079 0.18 -0.23 -0.30
H 0.335612 -4.938064 0.331059 -0.46 -0.10 -0.09
H 0.962318 -5.355940 1.947957 -0.15 1.51 0.07
H -2.404248 0.331405 -0.005930 0.72 0.92 -1.26
H -3.420220 2.827246 -0.572466 -0.77 0.07 0.20
H -2.579282 4.316547 -0.533377 -0.07 1.80 0.34
H -2.869775 3.444478 -2.058847 -0.15 0.40 -2.25
H 0.058967 -2.391624 0.860115 0.14 -1.36 -1.04
H -0.489598 2.950502 -1.410326 -1.38 -0.43 1.15
H 1.401102 -3.075144 3.260389 -1.18 0.35 -2.14
H -0.344063 2.232303 0.857606 2.40 -2.14 0.86

---

30
Properties=species:S:1:pos:R:3:forces:R:3 method="wB97M-V/def2-TZVPD" energy_ha=-1355.27882 relative_energy_kcal_mol=0.0 gap_ev=9.3103
C 2.522605 1.223580 1.813579 0.58 -0.46 -0.50
C 3.153490 0.679696 0.507969 -1.42 -0.52 0.84
P 2.906297 -1.137638 0.279116 1.34 -0.21 -1.19
C 3.669459 -1.753873 1.822379 -0.55 0.36 0.05
O 1.200588 -1.181540 0.369567 0.79 1.06 -0.01
C 0.571022 -1.862464 1.278524 -2.00 1.49 -1.17
O 0.955257 -2.735856 1.933410 1.35 -2.55 1.92
O -0.765089 -1.486999 1.330842 -0.35 0.47 -0.22
S -0.988801 -0.158653 2.308473 -0.25 0.21 0.94
H 1.948895 0.453881 2.297889 -0.27 -0.28 0.36
H 1.832581 2.021896 1.619480 -0.18 0.55 -0.09
H 3.285529 1.546599 2.499699 0.23 0.26 0.35
H 2.615024 1.111082 -0.316794 0.08 0.30 -0.63
H 4.204519 0.892770 0.411457 0.41 0.06 -0.12
H 3.521143 -2.803138 1.972021 -0.26 -0.55 0.01
H 3.391478 -1.215244 2.714735 -0.17 0.12 0.36
H 4.728419 -1.613337 1.667319 0.47 0.23 -0.25
H -1.362348 0.862781 1.499711 0.25 -0.51 -0.53
C -4.483905 0.674324 -2.388849 -0.01 0.00 0.00
C -3.999300 0.021619 -1.264140 -0.02 0.02 -0.01
C -2.631226 -0.059481 -1.044404 -0.02 0.03 0.02
C -1.748200 0.519360 -1.945269 0.03 0.02 0.01
C -2.232983 1.175028 -3.068438 0.02 0.01 -0.02
C -3.600549 1.249517 -3.292005 -0.01 0.01 0.00
H -5.550705 0.735042 -2.562130 0.00 0.00 0.00
H -4.687802 -0.425054 -0.558230 0.00 -0.01 0.00
H -2.251780 -0.575079 -0.173324 -0.04 -0.07 -0.09
H -0.680749 0.457494 -1.771271 0.00 -0.03 0.00
H -1.544327 1.627173 -3.770778 0.00 -0.01 -0.01
H -3.978541 1.756513 -4.170536 0.00 0.00 0.00

---

30
Properties=species:S:1:pos:R:3:forces:R:3 method="wB97M-V/def2-TZVPD" energy_ha=-1032.05150 relative_energy_kcal_mol=253.3 gap_ev=7.0595
C -1.726211 1.891531 -0.465942 -0.40 0.17 0.29
O -2.138896 1.408832 -1.824290 1.84 -0.61 2.05
C -1.146735 0.444150 -2.332340 0.13 0.68 -2.03
C -1.414868 -1.107809 -1.941859 -0.84 -0.18 0.66
C -0.571534 -1.703258 -0.622531 -0.44 1.08 -1.38
C 0.971243 -1.135962 -0.671875 1.99 1.28 2.94
C 1.618197 -0.401057 0.449134 -1.18 -0.65 -4.59
P 1.118921 -0.035248 2.210823 1.95 -1.15 0.11
C -0.233618 -1.184699 2.921331 -1.99 0.66 0.49
C 0.843801 1.800708 2.525028 -1.45 0.26 -0.56
C 2.967576 0.208329 -0.322157 -2.18 5.49 0.31
O 3.155488 1.545301 -0.404979 -0.23 -9.20 0.46
O 3.450287 -0.878052 -1.143160 -2.87 2.60 -0.57
C 2.177118 -1.340394 -1.779006 0.45 -6.32 -2.57
O 2.278601 -2.180030 -2.817647 -0.96 6.17 6.72
H -2.580681 2.599286 -0.072254 1.72 -1.48 -0.92
H -1.592877 1.007383 0.299075 -0.31 1.52 -1.50
H -0.715624 2.490587 -0.482090 -1.85 -1.14 -0.25
H -0.109190 0.916394 -2.093950 -1.51 -1.39 -0.16
H -1.230943 0.536322 -3.528587 0.04 -0.30 2.73
H -2.576475 -1.170253 -1.678691 2.49 0.15 -0.49
H -1.279681 -1.826823 -2.846129 0.09 1.52 1.51
H -0.653114 -2.862062 -0.687996 0.44 2.09 0.32
H -1.198865 -1.293729 0.311025 2.07 -0.93 -1.88
H -0.531443 -2.081677 2.229102 0.71 1.81 1.40
H -1.173177 -0.462243 3.069790 1.65 -1.81 -0.38
H 0.027203 -1.566165 4.019774 -0.16 0.85 -2.64
H -0.331455 1.919839 2.641397 2.45 0.16 0.03
H 1.446274 2.095301 3.488349 -1.34 -0.43 -2.12
H 1.150680 2.365497 1.550658 -0.31 -0.89 2.02

---

34
Properties=species:S:1:pos:R:3:forces:R:3 method="wB97M-V/def2-TZVPD" energy_ha=-1428.79504 total_charge=+3 relative_energy_kcal_mol=297.2 gap_ev="5.6122 / 5.5732"
Tl 0.000000 0.000000 0.000000 0.71 14.28 2.91
O 0.030400 3.740600 -1.993000 -0.05 -3.97 2.19
C 0.018600 2.729500 -1.441800 0.05 3.81 -2.12
C 1.556700 -0.808100 0.439500 14.36 -7.22 4.85
O 2.548200 -1.322900 0.719500 -3.79 2.43 -1.51
C -1.574700 -0.779800 0.426200 -14.07 -6.84 3.57
O -2.577700 -1.276300 0.698000 3.22 2.13 -1.05
C -0.000600 -0.866700 -1.590000 0.01 -6.95 -16.70
O -0.000800 -1.416300 -2.598300 0.00 1.94 4.07
C -0.811100 3.328700 3.715400 -0.41 0.30 0.78
C -0.578400 2.348100 2.574500 0.97 2.24 -1.44
O -1.447900 1.227400 2.683500 1.14 -1.43 -1.14
P -0.499400 -0.190200 2.653000 -2.18 0.65 8.75
O -1.305700 -0.441100 4.150100 2.08 -1.40 -4.28
C -0.603500 -0.056200 5.317400 0.94 -0.13 3.21
C 0.915900 -0.241100 5.322400 -0.58 -0.47 -0.02
O 0.461800 -1.615500 2.568800 -1.22 3.89 -0.78
C -0.293800 -2.801500 2.496200 -0.92 -3.67 0.51
C 0.676400 -3.965200 2.313300 0.71 -0.10 0.02
H -1.874100 3.642600 3.742500 0.62 -0.15 0.01
H -0.168100 4.222800 3.573700 -0.37 -0.56 -0.12
H -0.534000 2.878900 4.685000 -0.19 0.23 -0.44
H -0.791100 2.859600 1.613100 0.07 -0.23 0.38
H 0.514600 2.109400 2.574500 -0.49 -0.36 0.07
H -0.883600 0.972000 5.598600 -0.04 -0.32 -0.42
H -0.990500 -0.707300 6.131100 -0.07 0.34 -0.55
H 1.401100 0.440100 4.594400 0.07 -0.05 -0.06
H 1.300000 0.013000 6.333400 -0.17 -0.07 -0.68
H 1.178700 -1.296200 5.101200 0.03 0.67 0.13
H -0.880500 -2.962700 3.424300 0.14 0.41 -0.59
H -0.941300 -2.835200 1.608100 -0.08 0.28 0.36
H 1.364300 -4.036400 3.181500 -0.41 -0.05 -0.54
H 0.118000 -4.919700 2.211900 0.26 0.61 0.11
H 1.281300 -3.815700 1.391100 -0.33 -0.24 0.55

---

28
Properties=species:S:1:pos:R:3:forces:R:3 method="wB97M-V/def2-TZVPD" energy_ha=-1204.80378 relative_energy_kcal_mol=9.2 gap_ev=9.4453
C 1.489849 1.369606 1.066240 -0.75 2.44 0.78
C 2.380551 0.376088 0.988976 1.33 -3.24 0.54
C 0.547239 1.572298 0.084322 -1.44 1.69 -1.47
C 1.259755 -0.474467 -0.930702 0.47 0.86 -1.68
C 2.275161 -0.620579 -0.027245 -0.09 0.12 1.20
C 0.438873 0.671179 -0.955905 -1.16 -0.57 -0.47
C -2.007096 0.155120 -1.745750 0.06 -0.55 -0.39
C 3.254152 -1.760139 -0.245192 -1.02 1.60 -3.12
C -2.075983 0.150559 1.707969 -4.89 -0.40 3.15
C -0.651372 0.833855 -2.039603 1.55 -3.17 -0.76
O -2.659704 0.964512 -0.708467 0.63 0.06 -1.51
P -3.454873 0.656122 0.635386 -0.42 0.62 -0.36
S -4.911582 -0.639635 0.420350 0.77 0.72 0.45
H 1.523669 2.118198 1.866903 0.23 -0.41 -0.17
H 3.080571 0.212380 1.819388 -0.04 0.22 -0.51
H -0.056856 2.546575 -0.003763 0.82 -1.68 0.55
H 1.422167 -1.060482 -1.845935 -0.97 -0.16 0.33
H -1.939934 -0.957099 -1.538217 -0.16 1.36 0.31
H -2.545768 0.260907 -2.720602 -0.21 -0.07 1.10
H 3.994164 -1.256358 -0.858819 0.80 -0.01 0.01
H 3.735584 -2.113128 0.590678 0.81 -1.12 1.95
H 2.901098 -2.521400 -0.992596 -0.11 0.37 1.33
H -1.743558 -0.707955 1.243811 0.96 -2.05 -0.72
H -2.593198 -0.099662 2.747194 1.10 0.08 -2.08
H -1.334454 0.808087 1.939695 1.99 2.09 0.04
H -0.246251 0.396190 -3.077580 -0.92 1.03 2.19
H -0.957118 1.819179 -2.149385 0.06 2.13 -0.45
H -3.861849 2.090981 0.947421 0.60 -1.96 -0.24

---

26
Properties=species:S:1:pos:R:3:forces:R:3 method="wB97M-V/def2-TZVPD" energy_ha=-390.52389 s2=0.76 total_charge=-1 relative_energy_kcal_mol=37.2 spin_multiplicity=2 gap_ev="2.8343 / 7.4052"
C -2.242327 0.987706 1.011479 3.94 -1.49 0.49
C -2.351273 -0.036074 2.153328 -1.98 0.16 0.20
C -0.765197 1.614126 1.264173 -1.04 0.44 -0.09
H -2.152907 0.412017 0.048854 -0.48 0.87 0.76
H -3.014192 1.711219 1.042995 -0.73 0.78 -0.20
H -2.376107 0.440575 3.190572 -0.28 -0.59 -1.33
H 0.095481 1.038871 0.849211 -1.00 -0.13 0.59
H -0.648870 2.573782 0.750423 -0.15 0.12 0.15
H -1.495277 -0.661679 2.119270 0.92 -0.58 0.02
H -3.226210 -0.722174 1.952310 0.58 0.68 0.71
H -0.666860 1.785028 2.371689 0.14 -0.10 -0.96
C -0.587658 -2.141753 -0.311325 -2.13 0.40 0.57
C 0.865067 1.008672 -1.641555 2.12 3.96 -1.11
C -0.118990 0.088369 -1.445100 1.24 -2.94 0.94
C 2.117079 0.907910 -1.029574 -1.72 1.54 -1.48
C 0.385656 -1.102109 -0.676631 -1.38 0.65 0.14
C 2.488538 -0.209467 -0.378426 2.90 -1.87 2.17
C 1.624539 -1.242150 -0.112225 -2.37 0.42 -1.62
H 0.752817 1.977811 -2.257507 -0.34 -1.47 0.91
H -1.039639 0.016437 -1.959521 -0.85 0.07 -0.53
H 2.870595 1.658021 -0.951895 0.03 1.07 -0.76
H 3.438976 -0.165837 0.100085 0.82 -0.23 0.39
H -0.482434 -2.374034 0.766879 -0.06 -0.63 -0.72
H -0.641264 -2.970027 -0.991569 0.58 -1.19 -0.18
H 1.731544 -2.173112 0.398343 0.88 -0.29 0.60
H -1.638254 -1.798273 -0.434997 0.37 0.32 0.35

---

26
Properties=species:S:1:pos:R:3:forces:R:3 method="wB97M-V/def2-TZVPD" energy_ha=-390.54079 s2=0.76 total_charge=-1 relative_energy_kcal_mol=26.6 spin_multiplicity=2 gap_ev="3.1811 / 7.1134"
C -0.221010 2.245617 0.682770 0.21 -0.50 -2.59
C -1.695347 2.043603 0.297155 -0.28 0.00 1.94
C 0.284150 1.590911 1.922744 -0.70 2.66 2.68
H 0.360731 1.882410 -0.191491 0.01 0.09 0.47
H -0.031415 3.320442 0.700070 0.05 0.08 0.24
H -2.084100 2.925975 -0.196679 -0.16 0.07 -0.28
H -0.078136 0.622551 2.184981 0.63 -0.90 -0.70
H 1.323946 1.881978 2.106236 0.30 -1.21 -0.49
H -2.199431 1.954645 1.274243 -0.40 0.25 -0.24
H -1.998191 1.135494 -0.215405 0.60 -0.11 -0.32
H -0.112432 2.157542 2.820520 -0.32 0.02 -0.66
C 0.080936 -1.234283 -2.951896 0.99 1.73 0.07
C 1.768342 -1.309920 0.500068 -0.12 -0.02 -0.29
C 1.641476 -1.333966 -0.868493 0.57 -0.07 -0.18
C 0.628372 -1.430498 1.382574 1.76 -0.23 -1.19
C 0.389399 -1.445312 -1.492969 -1.96 0.09 -0.65
C -0.596376 -1.762600 0.738951 0.06 -0.17 0.63
C -0.716492 -1.683553 -0.630765 -0.46 -0.94 0.53
H 2.799067 -1.282134 0.853057 -0.17 0.02 0.40
H 2.524945 -1.413403 -1.506538 0.11 0.27 0.20
H 0.874524 -1.305340 2.419957 -0.66 -0.27 0.48
H -1.355704 -2.264556 1.349319 -0.26 0.46 -0.32
H 0.039680 -0.147005 -3.256998 -0.05 -0.08 0.51
H -0.909300 -1.550952 -3.293517 0.33 -0.76 0.11
H -1.651520 -2.077350 -1.054182 0.17 0.28 -0.05
H 0.933886 -1.520297 -3.573711 -0.28 -0.77 -0.32

---

26
Properties=species:S:1:pos:R:3:forces:R:3 method="wB97M-V/def2-TZVPD" energy_ha=-390.56645 s2=0.76 total_charge=-1 relative_energy_kcal_mol=10.5 spin_multiplicity=2 gap_ev="2.9461 / 7.0504"
C -1.004251 -2.194308 0.751449 -0.64 0.51 -0.99
C -2.495391 -1.832370 0.536522 -0.05 0.11 0.00
C -0.530289 -1.780539 2.143030 -1.32 -1.59 0.38
H -0.855067 -3.215735 0.392401 0.26 -0.25 0.85
H -0.428969 -1.606461 0.033992 0.02 0.08 -0.06
H -2.553129 -0.933397 -0.075825 -0.30 0.05 0.08
H -2.984608 -1.666608 1.484684 0.02 0.56 0.52
H -0.377365 -0.726462 2.193244 0.86 0.70 -0.16
H -1.347923 -1.926374 2.865621 0.01 -0.26 -0.09
H -3.173446 -2.589450 0.133544 0.58 -0.27 -0.59
H 0.258908 -2.428809 2.508906 0.62 0.48 -0.01
C 3.127816 1.086291 -0.102470 -0.48 -0.52 -0.13
C -0.619696 1.919172 -0.250577 -0.79 -0.11 -0.56
C 0.669412 1.761530 0.258155 -0.27 0.12 0.58
C -0.946611 1.675592 -1.573551 0.83 0.05 -0.23
C 1.741725 1.323268 -0.610405 -0.31 0.20 -0.32
C 0.135513 1.290809 -2.458374 -0.53 -0.22 -0.21
C 1.408002 1.097473 -1.940217 0.54 0.03 0.47
H -1.443349 2.226106 0.395212 0.23 0.04 0.20
H 0.770845 1.940684 1.324829 0.47 -0.07 -0.03
H -1.915169 1.868099 -2.014274 -0.23 0.00 0.30
H -0.088594 1.001758 -3.477150 0.08 0.05 -0.13
H 3.122016 0.231604 0.592855 0.17 0.07 0.19
H 3.568968 1.937229 0.429637 0.03 0.07 -0.06
H 2.210067 0.750482 -2.591908 -0.06 0.01 -0.11
H 3.750593 0.790409 -0.949322 0.26 0.15 0.08